2 unconnected molecules or ions with the total composition C10H14BrFN3 at a distorted geometry, computed with the ωB97M-V functional and the def2-TZVPD basis.

```
29
Properties=species:S:1:pos:R:3:forces:R:3
Br 2.007662 4.829850 1.558466 -0.13 -0.45 -0.22
N 1.794861 3.113687 0.876887 -0.17 -0.61 -0.56
C 0.655252 2.468395 0.715407 -2.16 -0.87 -1.09
N -0.637683 2.957334 1.175289 2.51 -0.93 -0.33
C -0.775489 2.373101 2.566431 1.19 -0.10 0.83
C 0.020850 0.988189 2.602171 -1.03 -0.05 0.57
C 0.054564 0.271922 1.190757 -0.42 -0.77 0.98
N 0.603434 1.169082 0.088820 0.86 2.76 3.02
H 2.653036 2.607843 0.623137 -0.36 0.64 0.06
H -0.644106 3.980477 1.198981 0.05 -0.35 0.09
H -0.212968 3.086023 3.249837 -1.00 -0.90 -0.42
H -1.841628 2.270041 2.900176 1.02 0.17 -0.71
H -0.544901 0.335405 3.338156 0.77 0.55 -1.00
H 1.041483 1.131276 3.067579 -0.97 -0.12 -0.82
H 0.748159 -0.610434 1.284492 -0.91 0.88 -0.33
H -0.979919 -0.068276 0.923253 1.05 0.30 0.10
H 1.541112 0.854922 -0.176816 -0.39 0.00 -0.08
F 1.409905 -1.182511 -0.964957 0.32 0.03 0.07
C 0.474514 -1.915910 -1.616292 -0.77 -0.60 -0.57
C -0.417939 -2.680952 -0.885301 0.13 0.15 0.25
C -1.379918 -3.428676 -1.554060 0.11 0.11 -0.24
C -1.430344 -3.410099 -2.944040 -0.03 -0.02 0.02
C -0.524287 -2.640886 -3.666034 -0.08 -0.06 0.26
C 0.431226 -1.884301 -2.998587 0.24 0.21 0.00
H -0.357838 -2.689711 0.196548 0.01 -0.05 -0.04
H -2.088548 -4.025588 -0.992710 0.08 0.04 -0.01
H -2.178014 -3.996990 -3.464637 0.06 0.04 0.04
H -0.561914 -2.630559 -4.748633 0.03 0.03 0.08
H 1.139438 -1.272656 -3.544319 0.00 -0.04 0.03
```
Forces are in eV/Å.

The HOMO energy is -11.787 eV. Its HOMO-LUMO gap is 7.3 eV. Its total charge is +1. The maximum force comes out at 4.181 eV Å⁻¹.

---

A molecular structure, C38H45N10Pd, computed with the ωB97M-V functional and the def2-TZVPD basis.

```
94
Properties=species:S:1:pos:R:3:forces:R:3
Pd -0.396001 0.033760 0.175055 -0.14 0.14 0.11
C 3.157574 0.738080 2.050761 0.07 -0.03 0.01
C 2.287195 -0.027316 3.009958 0.05 0.00 -0.01
C 2.861144 -0.859327 3.966476 -0.01 0.05 -0.01
C 2.080046 -1.600087 4.841763 -0.03 0.04 -0.03
C 0.698546 -1.491137 4.756497 0.01 0.00 -0.05
C 0.090566 -0.671562 3.813152 0.02 -0.04 0.03
C -1.409463 -0.537970 3.798484 -0.01 -0.01 0.00
C 0.881041 0.072477 2.908017 0.02 -0.03 0.00
N 0.257581 0.840029 1.934226 -0.15 0.37 0.12
C 0.598489 2.205388 1.772695 0.03 -0.45 0.32
C 1.074306 3.001799 2.957384 0.00 0.09 0.05
C 0.353664 2.754475 0.578336 -0.16 -0.09 -0.44
C 0.597366 4.211997 0.296773 0.02 0.08 -0.01
N -0.051267 1.889638 -0.470120 0.26 0.18 0.01
C -0.764179 2.448736 -1.544734 -0.10 -0.02 0.19
C -1.984512 3.118089 -1.349970 -0.08 0.05 0.00
C -2.619226 3.132378 0.013496 0.02 0.01 -0.02
C -2.631817 3.701999 -2.435222 0.03 -0.04 0.03
C -2.102830 3.613428 -3.713744 0.03 -0.02 0.04
C -0.920817 2.912707 -3.908556 0.00 -0.01 0.00
C -0.249674 2.326161 -2.842579 -0.02 0.02 -0.13
C 1.017131 1.555686 -3.065616 0.05 0.00 0.00
H 4.131081 0.250509 1.948233 -0.01 -0.01 -0.01
H 3.331530 1.762791 2.390653 0.01 -0.06 0.00
H 2.674972 0.801653 1.076464 0.01 -0.03 -0.04
H 3.943769 -0.930417 4.016440 0.00 -0.01 -0.01
H 2.539884 -2.242960 5.583222 0.00 0.00 0.00
H 0.071265 -2.042817 5.448780 -0.04 -0.02 0.02
H -1.888171 -1.455865 4.153540 0.01 0.02 0.00
H -1.769956 -0.290402 2.802382 0.01 -0.02 -0.01
H -1.724561 0.276999 4.458021 0.00 0.00 -0.01
H 1.142564 2.371804 3.845868 0.01 0.01 -0.01
H 0.391121 3.824672 3.195035 -0.02 -0.01 -0.02
H 2.061294 3.453217 2.801945 -0.02 0.01 -0.02
H 1.586656 4.521615 0.648369 0.00 -0.01 0.02
H -0.128835 4.872430 0.786321 -0.02 -0.01 -0.01
H 0.548799 4.422086 -0.771981 0.01 -0.03 0.00
H -2.456978 2.171460 0.507459 -0.01 -0.02 0.00
H -3.691207 3.323690 -0.067320 0.01 0.00 0.00
H -2.186369 3.892279 0.667811 0.02 0.01 0.01
H -3.576728 4.211620 -2.274089 0.00 0.00 0.00
H -2.616478 4.066409 -4.553489 0.00 0.00 0.00
H -0.509889 2.813498 -4.908217 0.00 0.00 0.00
H 1.320734 1.624321 -4.114334 0.03 0.00 0.02
H 0.876795 0.504359 -2.801314 -0.04 0.00 0.00
H 1.817045 1.931782 -2.421132 -0.02 0.01 0.00
N 2.282909 -1.122679 -0.676619 0.21 -0.22 0.10
C 3.247704 -0.859471 -1.255853 0.09 0.00 -0.21
N 4.340417 -0.551366 -1.944308 -0.16 0.05 0.05
C 5.665229 -0.827786 -1.393179 -0.07 0.06 -0.01
C 6.701635 -0.024644 -2.174024 0.03 0.00 0.00
C 6.191506 1.393558 -2.419526 -0.02 -0.01 0.00
C 4.930248 1.391004 -3.308166 0.02 0.04 0.00
C 4.241349 0.028448 -3.282448 0.02 -0.07 0.10
H 5.885298 -1.900190 -1.426535 0.02 -0.01 -0.01
H 5.671991 -0.517424 -0.345601 0.00 0.00 0.01
H 6.919801 -0.513053 -3.127827 0.00 0.00 0.01
H 7.632683 -0.015659 -1.605097 0.01 0.01 -0.01
H 6.973664 2.005163 -2.871307 0.00 0.01 0.01
H 5.957507 1.846943 -1.453035 -0.01 -0.01 0.00
H 5.181077 1.638623 -4.342445 0.01 0.00 0.00
H 4.229484 2.149425 -2.957258 0.01 0.01 -0.02
H 4.696759 -0.658491 -4.002984 0.02 0.01 -0.01
H 3.188272 0.111438 -3.536035 -0.02 0.01 0.00
N -1.778130 -1.022962 -2.445882 0.05 -0.07 0.02
C -1.224925 -0.607326 -1.515337 -0.04 0.06 -0.18
C -3.079311 -2.136511 0.689485 -0.01 -0.03 0.03
C -1.710225 -2.607892 1.013707 -0.02 0.01 -0.05
N -0.602793 -1.913259 0.914377 0.14 0.04 0.12
C 0.436337 -2.713440 1.340326 -0.04 0.09 -0.10
C -0.051239 -3.922649 1.692744 -0.16 -0.02 0.03
N -1.425220 -3.852052 1.488125 0.10 -0.07 -0.04
C -2.350869 -4.931036 1.676015 -0.08 0.07 0.16
N -3.301437 -4.668637 2.739991 0.29 -0.16 0.02
N -4.621930 -4.750542 2.515286 -0.27 0.00 -0.07
N -5.262750 -4.584303 3.610458 0.33 0.03 0.22
C -4.328847 -4.393995 4.623190 -0.51 -0.04 -0.16
C -4.501699 -4.172772 5.994778 -0.07 -0.01 -0.02
C -3.367928 -4.025028 6.750894 0.29 -0.01 -0.09
C -2.075652 -4.085829 6.163731 -0.18 0.06 0.30
C -1.891714 -4.295393 4.823289 -0.18 -0.05 -0.25
C -3.064251 -4.457599 4.065091 0.45 0.11 -0.02
H -3.001395 -1.138298 0.267550 -0.01 0.00 -0.01
H -3.703832 -2.112795 1.585298 0.00 0.00 0.00
H -3.557309 -2.780642 -0.051061 0.01 0.00 0.00
H 1.446927 -2.347725 1.345282 0.01 0.01 0.01
H 0.422355 -4.812166 2.069807 0.00 -0.01 -0.01
H -1.768381 -5.817073 1.927345 0.00 -0.03 -0.03
H -2.940037 -5.131106 0.783137 -0.04 0.06 -0.01
H -5.490923 -4.118716 6.428791 0.00 0.00 -0.02
H -3.450399 -3.847383 7.814739 0.01 0.01 0.01
H -1.208138 -3.939017 6.794541 -0.01 -0.01 0.01
H -0.907211 -4.297178 4.375480 0.00 0.02 -0.01
```
Forces are in eV/Å.

The HOMO energy is -2.376 eV. Its HOMO-LUMO gap is 4.6 eV. Its total charge is -1. The maximum force comes out at 0.554 eV Å⁻¹. As for the energy above the lowest of the compared OMol25 structures with the same formula, charge and spin: 0.0 kcal/mol.

---

CH2N2P2 in the gas phase at a distorted geometry, computed with the ωB97M-V functional and the def2-TZVPD basis.

```
7
Properties=species:S:1:pos:R:3:forces:R:3
H 0.202978 -2.099090 0.579321 0.15 -1.54 -1.63
P -0.156480 -1.107548 1.398938 -0.32 1.67 2.12
N 0.319615 0.082817 0.427238 -0.84 1.22 -0.38
C 0.024892 1.205384 -0.012652 -1.61 -3.60 0.96
P -2.075237 1.828242 0.466867 0.64 1.69 -1.43
N -2.620946 0.873912 1.437766 -0.32 -1.93 1.26
H 0.727025 1.818907 -0.398316 2.29 2.48 -0.90
```
Forces are in eV/Å.

The HOMO energy (spin up / spin down) is -8.412 / -8.413 eV. Its HOMO-LUMO gap (spin up / spin down) is 7.1 / 7.1 eV. The maximum force comes out at 4.059 eV Å⁻¹. As for the energy above the lowest of the compared OMol25 structures with the same formula, charge and spin: 92.4 kcal/mol. Its SMILES is [H]/P=N/C=P#N.

---

A molecular structure, C6H7Br5O at a distorted geometry, computed with the ωB97M-V functional and the def2-TZVPD basis.

```
19
Properties=species:S:1:pos:R:3:forces:R:3
C 0.658956 0.255607 -0.418330 -1.78 -0.65 1.77
C 0.224716 -0.115791 1.084398 -0.62 2.69 -1.41
C 0.104823 -0.729783 -1.375481 2.46 -2.89 -0.58
C -1.202476 -0.273915 1.354055 -2.10 -0.31 1.03
C -1.324211 -1.007834 -1.288791 -1.03 -1.27 0.08
C -1.886094 -2.252274 -1.243360 0.93 -0.06 0.52
O -1.987503 0.777707 1.393475 4.99 -0.02 -0.82
Br -2.037287 -1.809736 2.178657 0.96 0.86 -0.70
Br -0.606819 -1.744115 -4.689172 -0.06 0.06 0.41
Br -2.455242 0.454479 -1.572955 -0.32 0.45 -0.47
Br -3.735043 -2.580608 -1.189873 0.68 0.00 -0.09
Br -0.767984 -3.831948 -0.970340 -1.02 1.12 -0.25
H 0.238415 1.202954 -0.610755 -0.57 1.27 -0.30
H 1.710979 0.390718 -0.423694 1.00 -0.30 -0.06
H 0.838788 -0.877018 1.387189 0.95 -2.19 1.02
H 0.512419 0.820230 1.570490 -0.11 -0.08 0.54
H 0.328353 -0.331913 -2.339796 -0.12 0.07 -1.24
H 0.697779 -1.760259 -1.388381 -1.24 2.21 0.22
H -2.894204 0.657345 1.462786 -3.01 -0.97 0.32
```
Forces are in eV/Å.

The HOMO energy (spin up / spin down) is -6.476 / -6.475 eV. Its HOMO-LUMO gap (spin up / spin down) is 3.3 / 3.3 eV. The maximum force comes out at 5.060 eV Å⁻¹.

---

2 unconnected molecules or ions with the total composition C2HF3N4O at a distorted geometry, computed with the ωB97M-V functional and the def2-TZVPD basis.

```
11
Properties=species:S:1:pos:R:3:forces:R:3
C 0.016452 -1.479569 0.005997 0.53 -4.93 1.73
C -0.051144 -0.567062 -1.316029 0.36 2.32 0.39
N -0.616709 3.491984 0.260087 0.52 -0.35 0.24
N -0.116798 2.632866 0.772673 0.74 6.34 0.13
N 0.175463 -2.394409 0.733415 -1.13 6.21 -4.81
N -0.118024 1.393357 1.059774 -2.93 -7.05 -0.85
O 0.357177 0.687836 1.830013 1.45 1.92 1.25
F 0.749370 0.521807 -0.952395 -0.64 -1.62 -0.82
F 0.480893 -1.179943 -2.315565 -0.51 -0.06 0.69
F -1.269976 -0.094119 -1.533670 1.22 -1.12 0.38
H 0.393296 -3.012748 1.455700 0.38 -1.66 1.66
```
Forces are in eV/Å.

The HOMO energy is -21.595 eV. Its HOMO-LUMO gap is 8.3 eV. Its total charge is +2. The maximum force comes out at 7.932 eV Å⁻¹. As for the energy above the lowest of the compared OMol25 structures with the same formula, charge and spin: 78.5 kcal/mol.

---

The lowest maximum force belongs to which entry?
C38H45N10Pd

---

Among the records above, which one has the highest maximum force?
C2HF3N4O

---

What did the fourth record say?
A molecular structure, C6H7Br5O at a distorted geometry, computed with the ωB97M-V functional and the def2-TZVPD basis.

```
19
Properties=species:S:1:pos:R:3:forces:R:3
C 0.658956 0.255607 -0.418330 -1.78 -0.65 1.77
C 0.224716 -0.115791 1.084398 -0.62 2.69 -1.41
C 0.104823 -0.729783 -1.375481 2.46 -2.89 -0.58
C -1.202476 -0.273915 1.354055 -2.10 -0.31 1.03
C -1.324211 -1.007834 -1.288791 -1.03 -1.27 0.08
C -1.886094 -2.252274 -1.243360 0.93 -0.06 0.52
O -1.987503 0.777707 1.393475 4.99 -0.02 -0.82
Br -2.037287 -1.809736 2.178657 0.96 0.86 -0.70
Br -0.606819 -1.744115 -4.689172 -0.06 0.06 0.41
Br -2.455242 0.454479 -1.572955 -0.32 0.45 -0.47
Br -3.735043 -2.580608 -1.189873 0.68 0.00 -0.09
Br -0.767984 -3.831948 -0.970340 -1.02 1.12 -0.25
H 0.238415 1.202954 -0.610755 -0.57 1.27 -0.30
H 1.710979 0.390718 -0.423694 1.00 -0.30 -0.06
H 0.838788 -0.877018 1.387189 0.95 -2.19 1.02
H 0.512419 0.820230 1.570490 -0.11 -0.08 0.54
H 0.328353 -0.331913 -2.339796 -0.12 0.07 -1.24
H 0.697779 -1.760259 -1.388381 -1.24 2.21 0.22
H -2.894204 0.657345 1.462786 -3.01 -0.97 0.32
```
Forces are in eV/Å.

The HOMO energy (spin up / spin down) is -6.476 / -6.475 eV. Its HOMO-LUMO gap (spin up / spin down) is 3.3 / 3.3 eV. The maximum force comes out at 5.060 eV Å⁻¹.